The following is a quantum chemistry calculation of the molecule C6H8N4, from the OMol25 dataset.

Geometry as XYZ:
```
18
Properties=species:S:1:pos:R:3:forces:R:3
C -1.466433 -1.568531 2.233361 0.21 -0.25 0.67
H -2.515794 -1.034754 0.467609 0.21 0.03 -0.10
N 0.702895 1.788697 0.287057 -0.42 0.21 0.21
N -0.441958 -1.137305 0.189221 0.06 -0.28 0.94
H 1.619958 -0.328585 -1.084527 0.08 -0.03 -0.09
H -1.416757 -0.337077 -1.506745 0.06 -0.04 0.00
H -0.345865 -1.739382 -1.741449 -0.08 0.09 0.04
C 0.728939 0.095050 -1.549342 -0.34 0.27 0.05
H -0.417541 1.928990 -1.406718 0.16 -0.01 -0.13
C 0.569180 1.555397 -1.107289 0.03 -0.34 -0.62
C -1.505629 -1.223315 0.860243 -0.35 0.43 -1.27
C 1.149796 1.184338 1.227007 -0.05 0.65 -0.17
C -0.465699 -0.795579 -1.193925 0.12 0.07 -0.67
H 1.324450 2.167117 -1.615847 -0.18 -0.04 -0.01
N 1.731835 0.872626 2.238047 0.76 -0.40 0.68
H 1.354501 0.334374 2.992530 -0.28 -0.25 0.04
N -1.467189 -1.847657 3.343624 -0.02 -0.07 0.42
H 0.861311 0.085596 -2.632857 0.02 -0.04 0.00
```
Positions in Å, forces in eV/Å.

## Properties
LUMO energy	-0.123	eV
charge	0
largest force on an atom	1.4	eV/Å